1.
{
  "formula": "C42H47F16LaN8O2PSiTe",
  "method": "the ωB97M-V functional and the def2-TZVPD basis",
  "e_homo_ev": [-1.56, -1.56],
  "total_charge": -2,
  "s_squared": 0.787,
  "lumo_energy_ev": [3.05, 2.92],
  "orbital_gap_ev": [4.6041, 4.4758],
  "spin_multiplicity": 2,
  "species": ["La", "C", "C", "C", "C", "C", "C", "C", "N", "N", "C", "C", "C", "C", "C", "C", "N", "C", "C", "C", "C", "C", "C", "N", "H", "H", "H", "H", "H", "H", "H", "H", "H", "H", "H", "H", "H", "H", "H", "H", "H", "H", "H", "H", "C", "N", "C", "C", "N", "C", "C", "F", "C", "F", "C", "F", "C", "F", "C", "F", "C", "C", "N", "C", "C", "F", "C", "F", "C", "F", "C", "F", "C", "F", "H", "H", "H", "H", "H", "H", "H", "H", "H", "H", "H", "F", "P", "F", "F", "F", "F", "F", "Te", "C", "Si", "C", "C", "O", "H", "H", "H", "H", "H", "H", "H", "H", "H", "C", "N", "C", "C", "O", "H", "H", "H", "H", "H", "H", "H"],
  "coordinates": [[-1.73157, 1.65382, 0.36542], [-3.49211, -0.55094, -2.44363], [-3.19618, -1.41274, -1.19988], [-1.70943, -1.65750, -0.96906], [-1.06159, -2.56781, -1.78871], [0.28790, -2.84694, -1.57625], [0.90475, -2.15277, -0.59600], [0.26751, -1.06670, 0.11288], [-1.03631, -0.76740, -0.11322], [-3.48735, 0.97475, -2.19200], [-4.71531, 1.43317, -1.69708], [-4.65243, 2.77803, -1.20699], [-5.77907, 3.65971, -1.34144], [-5.66920, 4.97591, -0.99538], [-4.36341, 5.54127, -0.51811], [-3.27943, 4.62981, -0.50949], [-3.43809, 3.33090, -0.82991], [-3.22614, 1.68642, -3.45881], [-1.75349, 1.62806, -3.89388], [-1.32310, 2.84579, -4.46979], [-0.02491, 2.82030, -5.03245], [0.66154, 1.58387, -5.11386], [0.19661, 0.57707, -4.33914], [-1.03369, 0.53725, -3.76118], [-4.38183, -0.81504, -3.02687], [-2.75016, -0.73092, -3.18931], [-3.74582, -2.31293, -1.19895], [-3.48457, -0.83291, -0.31893], [-1.67634, -2.96570, -2.56447], [0.84811, -3.54805, -2.20003], [1.95109, -2.42297, -0.43224], [0.84214, -0.51079, 0.80379], [-5.07682, 0.85385, -0.78945], [-5.62512, 1.35907, -2.36050], [-6.55678, 3.28682, -1.98095], [-6.43833, 5.72263, -1.21786], [-4.29422, 6.62412, -0.76245], [-2.30318, 5.01910, -0.33721], [-3.47674, 2.77708, -3.43458], [-3.87928, 1.23065, -4.27741], [-1.93889, 3.76477, -4.45652], [0.38428, 3.77505, -5.33423], [1.57488, 1.57797, -5.77803], [0.65596, -0.40745, -4.05472], [4.63169, 0.74998, 1.71681], [4.83541, -0.71666, 1.83844], [4.51175, -1.32811, 0.54500], [5.26882, -0.90422, -0.69579], [4.53149, -1.37767, -1.83846], [4.73384, -0.85647, -3.01298], [6.04861, -0.39936, -3.54293], [7.03958, -0.50122, -2.64802], [6.24184, 0.12849, -4.75928], [7.46452, 0.71467, -5.08472], [5.30054, -0.12537, -5.74761], [5.52798, 0.49942, -6.99013], [4.10176, -0.80095, -5.42287], [3.23992, -1.16721, -6.33241], [3.87343, -1.12189, -4.09098], [2.57471, -1.52004, -3.91829], [4.06389, -1.28127, 2.92382], [4.14486, -2.79260, 3.12123], [3.19295, -3.52941, 2.21691], [3.02208, -4.81147, 2.24024], [3.37965, -5.83803, 3.21121], [3.75277, -5.33334, 4.47812], [3.03132, -7.18063, 3.15413], [3.41080, -8.02208, 4.13362], [2.45478, -7.72014, 2.03252], [2.10230, -9.03060, 1.83726], [2.03204, -6.82230, 1.05684], [1.26272, -7.31575, -0.00346], [2.37828, -5.50072, 1.10715], [2.13966, -4.79252, -0.01002], [3.56487, 1.00553, 1.62637], [5.11737, 1.14712, 0.82162], [5.01391, 1.15473, 2.64010], [3.49827, -1.14044, 0.20736], [4.56529, -2.42935, 0.56754], [6.29311, -1.36792, -0.77616], [5.41010, 0.21268, -0.78602], [2.98063, -1.00542, 2.77324], [4.30694, -0.73935, 3.86617], [3.86116, -2.98044, 4.17881], [5.11918, -3.25266, 2.94279], [0.13740, 1.92614, -1.25206], [0.72788, 3.54327, -1.09242], [1.50880, 3.37700, -2.48124], [2.01748, 2.99025, -0.22634], [-0.66305, 4.00755, -1.81714], [1.26338, 5.02364, -0.65570], [-0.20995, 3.56265, 0.36900], [-4.35469, 5.68036, 1.71079], [-3.21365, -1.36503, 3.36230], [-4.35855, 0.03961, 2.72895], [-6.08169, -0.73576, 2.27807], [-4.60005, 1.21615, 4.16003], [-3.53435, 0.80568, 1.47824], [-2.99382, -2.05627, 2.51780], [-3.59355, -1.98378, 4.23235], [-2.29553, -0.81272, 3.65080], [-6.25250, -1.37673, 1.33738], [-6.76946, 0.10222, 2.26631], [-6.43553, -1.46314, 3.06009], [-5.02581, 2.20111, 3.87948], [-3.51983, 1.42137, 4.51335], [-5.28764, 0.84399, 4.92371], [0.00927, 0.52335, 4.91982], [-0.34769, 1.87472, 4.47041], [-0.62634, 2.91600, 5.54792], [-0.56983, 2.15636, 3.16953], [-0.33133, 1.36470, 2.20565], [0.56781, -0.00704, 4.08230], [-0.88893, -0.00249, 5.32015], [0.68549, 0.57805, 5.83074], [0.18739, 3.65403, 5.48330], [-0.44586, 2.47753, 6.49280], [-1.65227, 3.31448, 5.46462], [-1.05172, 3.21806, 2.97068]],
  "forces_ev_per_a": [[-2.51, -0.50, -1.71], [-0.08, 1.18, -0.26], [0.95, 2.34, 0.55], [0.49, 1.64, -0.44], [-0.09, 0.59, 1.15], [-1.02, -0.20, -1.14], [1.18, 1.55, 1.74], [-0.67, -2.49, -2.40], [0.35, -2.42, -0.72], [1.27, -2.04, -0.93], [-2.80, -1.71, 1.95], [-0.09, 4.56, 0.50], [1.57, -0.25, -0.23], [0.74, 0.61, -0.46], [-2.51, 0.93, -0.05], [-0.77, -1.75, -1.30], [0.51, 0.09, 0.70], [0.39, -0.63, -0.79], [-1.90, 1.63, -0.32], [1.87, -0.72, -0.36], [-1.78, -0.39, 0.47], [1.35, 2.39, -1.11], [-0.80, -3.48, 1.38], [0.46, 1.26, -0.36], [-0.67, 0.00, 0.69], [0.91, 0.03, -0.16], [-0.55, -1.11, -0.11], [-0.56, -0.16, 0.07], [-0.07, -0.70, -0.41], [-0.22, 0.18, 0.33], [-0.31, 0.53, 0.39], [0.36, 0.76, 0.61], [0.75, -0.18, -0.84], [0.86, -0.11, -0.17], [-0.80, -0.01, 0.30], [0.10, -0.50, 0.15], [0.61, -1.04, 0.00], [0.69, -0.11, 0.09], [-0.08, -1.11, 0.52], [0.61, 0.42, 0.73], [0.53, -0.73, 0.14], [0.28, -0.24, -0.53], [-0.86, -0.45, 1.37], [0.52, 1.35, -1.15], [-0.16, -1.33, 0.33], [0.42, 0.62, -1.36], [0.01, -0.86, -0.40], [2.05, 0.39, -0.86], [-1.34, 0.50, 0.35], [1.88, -1.29, -0.71], [-1.90, 0.03, 2.26], [1.03, 0.34, -0.07], [1.16, 0.13, -1.05], [-1.23, -0.59, 0.16], [-0.25, 0.63, -1.56], [-0.59, -0.80, 0.87], [2.92, 0.94, 1.61], [-1.22, 0.05, -1.32], [-1.35, 0.76, -1.68], [0.21, -0.73, 0.74], [-0.78, 0.67, -0.01], [-1.73, -1.55, 0.03], [0.41, 1.37, 0.13], [0.05, -1.96, -0.13], [-0.42, 1.61, 1.09], [0.04, -0.79, -0.94], [0.87, -0.19, -0.32], [-0.06, -0.02, 0.49], [-1.22, -0.23, -0.71], [0.39, 0.18, 0.68], [-0.50, -0.10, -0.80], [1.21, 0.63, 1.08], [0.28, 0.33, 0.12], [-0.40, 0.46, -0.15], [-0.18, -0.04, 0.04], [0.15, -0.07, 0.53], [0.21, 0.68, 0.19], [-0.86, 0.28, 0.51], [0.06, 0.48, 0.39], [-0.65, 0.56, 0.84], [-0.03, -0.88, 0.29], [0.27, -0.45, 0.00], [0.34, -0.40, -0.45], [0.35, 0.08, -0.36], [0.40, 0.54, 0.19], [0.78, 1.01, 0.10], [1.48, -0.32, 0.95], [-0.70, 0.69, 1.15], [-1.63, -0.35, -0.89], [1.57, 0.26, 0.42], [-1.26, -0.79, -1.55], [0.61, 0.22, -0.31], [-0.01, -0.02, 1.00], [-0.44, -0.01, 0.10], [0.58, -0.67, -1.40], [0.07, -1.32, -0.46], [0.88, 1.11, -0.05], [-0.82, -0.67, 1.38], [0.08, 0.43, 0.57], [0.40, 0.82, -0.90], [-0.21, -0.65, -0.10], [0.68, 1.30, 1.00], [-0.45, 0.07, -0.15], [0.47, 0.88, -0.22], [0.35, -0.44, -0.20], [-1.69, -0.33, 0.02], [0.53, -0.23, 0.28], [1.15, -0.49, 0.44], [-0.72, 0.80, -0.14], [0.64, -0.18, -2.06], [-0.15, 0.42, 0.21], [0.16, 1.06, 2.72], [-1.03, 0.44, 1.18], [0.49, 0.16, -0.83], [-0.49, 0.20, -1.29], [-0.70, 0.24, -0.26], [-0.28, -0.84, 0.90], [0.66, -0.03, 0.01], [1.02, -1.78, 0.46]]
}


2.
{
  "formula": "C21H22N4O4S",
  "method": "the ωB97M-V functional and the def2-TZVPD basis",
  "e_homo_ev": -8.44,
  "smiles": "COc1ccc(Cc2nnc(NC(=O)C3CCN(C(=O)c4ccco4)CC3)s2)cc1",
  "de_lowest_kj_mol": 279.0,
  "lumo_energy_ev": 0.49,
  "orbital_gap_ev": 8.9333,
  "spin_multiplicity": 1,
  "species": ["C", "O", "C", "C", "C", "C", "C", "C", "N", "N", "C", "N", "C", "O", "C", "C", "C", "N", "C", "O", "C", "C", "C", "C", "O", "C", "C", "S", "C", "C", "H", "H", "H", "H", "H", "H", "H", "H", "H", "H", "H", "H", "H", "H", "H", "H", "H", "H", "H", "H", "H", "H"],
  "coordinates": [[6.63942, 1.52561, -1.32606], [5.48086, 0.81253, -1.68212], [4.56661, 0.52874, -0.71381], [3.43818, -0.18071, -1.12942], [2.45371, -0.52301, -0.22859], [2.56932, -0.16588, 1.11180], [1.47204, -0.50042, 2.09389], [0.38278, 0.50119, 1.99383], [-0.05205, 1.23850, 2.94733], [-1.03547, 2.05865, 2.61083], [-1.39798, 1.96919, 1.37319], [-2.35612, 2.81216, 0.86814], [-3.36951, 2.74435, -0.06679], [-4.05781, 3.72723, -0.21704], [-3.61441, 1.47120, -0.85668], [-3.77138, 0.25074, 0.06309], [-3.78631, -1.03611, -0.76224], [-2.60527, -1.09442, -1.58734], [-1.42351, -1.68334, -1.28047], [-0.45258, -1.60117, -2.01970], [-1.28865, -2.46662, -0.03586], [-0.28117, -3.35674, 0.24492], [-0.47604, -3.77414, 1.57872], [-1.57490, -3.10201, 2.02209], [-2.07212, -2.31288, 1.06028], [-2.61701, -0.07034, -2.61122], [-2.54660, 1.30998, -1.95370], [-0.43783, 0.79555, 0.46820], [3.68451, 0.54589, 1.52005], [4.68229, 0.89101, 0.62325], [7.23746, 0.98018, -0.58853], [7.21356, 1.63284, -2.24506], [6.39696, 2.51899, -0.93431], [3.35315, -0.45403, -2.16862], [1.58808, -1.06654, -0.58009], [1.06798, -1.49146, 1.86825], [1.84482, -0.49056, 3.11878], [-2.43003, 3.66311, 1.42121], [-4.57558, 1.62965, -1.36031], [-2.95917, 0.18538, 0.78415], [-4.70366, 0.34356, 0.62279], [-4.65479, -1.04013, -1.43018], [-3.85098, -1.90742, -0.11383], [0.48866, -3.66389, -0.43229], [0.12004, -4.47058, 2.13146], [-2.07955, -3.09504, 2.96821], [-3.53348, -0.17385, -3.19904], [-1.75171, -0.22458, -3.25721], [-1.54712, 1.44444, -1.54247], [-2.69728, 2.08377, -2.70795], [3.78215, 0.83901, 2.55550], [5.53749, 1.44241, 0.98096]],
  "forces_ev_per_a": [[0.18, 0.12, 0.07], [-0.29, -0.17, -0.04], [-0.14, -0.06, 0.05], [0.17, 0.10, -0.08], [0.18, 0.05, 0.07], [0.13, -0.10, 0.23], [0.19, -0.11, -0.15], [-0.38, -0.01, -0.62], [1.16, -0.78, 0.75], [-1.33, 1.11, -0.29], [0.71, -1.08, -0.42], [-0.03, 0.79, 0.33], [-0.27, -0.28, -0.29], [-0.18, 0.18, -0.07], [0.04, 0.03, 0.05], [-0.13, -0.14, -0.13], [-0.28, 0.02, 0.56], [-0.03, -0.04, -0.18], [-0.31, 0.00, -0.16], [0.24, -0.06, 0.08], [1.04, -0.68, -0.01], [-0.58, 0.50, -0.33], [-0.43, 0.19, 0.27], [0.57, -0.51, 0.25], [-0.31, 0.30, -0.10], [0.37, 0.28, -0.26], [-0.15, -0.14, -0.07], [-0.06, 0.62, 0.94], [-0.19, -0.15, -0.07], [0.29, 0.13, -0.21], [-0.03, 0.03, -0.02], [0.00, 0.02, 0.09], [0.01, -0.05, 0.00], [0.00, -0.04, -0.15], [-0.13, -0.13, -0.07], [0.03, 0.02, 0.11], [-0.08, -0.02, -0.03], [-0.01, -0.13, -0.14], [0.14, 0.09, 0.12], [-0.13, -0.09, 0.01], [-0.01, 0.03, 0.04], [0.05, -0.06, 0.04], [-0.08, 0.10, -0.16], [0.14, 0.01, -0.20], [0.07, -0.14, 0.18], [-0.14, 0.07, 0.08], [0.04, -0.02, 0.01], [-0.20, 0.03, 0.00], [0.00, 0.06, -0.18], [0.05, 0.05, 0.02], [0.01, 0.03, 0.11], [0.10, 0.05, -0.02]]
}


| no. | E (eV) |
| --- | --- |
| 1 | -129136.5141 |
| 2 | -47119.2153 |